Entry 1:
{
  "formula": "C26H33F3KN7O3S",
  "method": "ωB97M-V/def2-TZVPD",
  "lumo_ev": 4.25,
  "de_lowest_ev": 0.934,
  "total_charge": -2,
  "homo_ev": -1.39,
  "elements": ["K", "C", "C", "C", "C", "C", "C", "C", "C", "C", "C", "H", "H", "H", "H", "H", "H", "H", "H", "H", "H", "H", "H", "H", "H", "N", "C", "S", "N", "N", "C", "C", "C", "C", "C", "C", "C", "O", "H", "H", "H", "H", "H", "H", "H", "C", "N", "C", "N", "C", "N", "C", "N", "C", "C", "H", "H", "H", "H", "H", "H", "H", "H", "H", "H", "H", "H", "F", "C", "F", "F", "C", "O", "O"],
  "xyz": [[-1.34166, 1.17211, -0.13997], [0.50621, -1.46512, -3.02677], [-0.32714, -2.74204, -2.88738], [-1.54182, -2.67313, -3.81242], [-0.68872, -2.93564, -1.43027], [0.23878, -3.50727, -0.56072], [-0.02689, -3.63629, 0.79320], [-1.24003, -3.20641, 1.32534], [-1.52422, -3.32738, 2.80056], [-2.17095, -2.65117, 0.45641], [-1.90043, -2.50659, -0.89955], [0.78598, -1.28833, -4.06877], [1.41737, -1.51574, -2.42723], [-0.07014, -0.61173, -2.67327], [0.29124, -3.59698, -3.19012], [-2.11449, -1.75972, -3.63505], [-2.20388, -3.53074, -3.66683], [-1.21131, -2.66377, -4.85366], [1.19496, -3.84319, -0.95162], [0.72405, -4.06345, 1.45145], [-1.44985, -4.36758, 3.12856], [-2.52280, -2.95876, 3.03090], [-0.80958, -2.74136, 3.38275], [-3.12036, -2.29791, 0.84410], [-2.64219, -2.03172, -1.52961], [-5.23706, 2.33531, -1.57497], [-4.03573, 1.77751, -2.02974], [-4.06669, 0.09747, -2.38183], [-3.07632, 2.63171, -2.19217], [-1.78648, 2.22213, -2.31000], [-1.07426, 2.72343, -3.24044], [0.35444, 2.50510, -3.38101], [0.98234, 3.00366, -4.52303], [2.33500, 2.83818, -4.77253], [3.09821, 2.13851, -3.83555], [2.51570, 1.63913, -2.69236], [1.12419, 1.79109, -2.38670], [0.63061, 1.31576, -1.31537], [-6.04966, 1.85375, -1.91770], [-5.26796, 3.34013, -1.66780], [-1.54371, 3.36115, -4.00219], [0.37364, 3.53519, -5.25072], [2.78518, 3.23735, -5.67458], [4.15938, 1.98568, -4.01205], [3.11773, 1.08984, -1.97519], [2.48992, 1.34024, 1.17615], [3.65750, 1.14399, 2.06413], [3.77053, -0.28894, 2.34176], [2.56659, -0.84674, 2.96253], [1.43152, -0.58859, 2.05087], [1.27081, 0.83195, 1.78466], [1.03468, 1.52355, 3.04370], [2.16202, 1.33446, 3.98315], [3.37740, 1.82366, 3.33036], [2.31580, -0.10534, 4.20234], [2.65641, 0.82583, 0.23114], [2.37625, 2.40542, 0.96793], [4.61915, -0.45069, 3.01578], [3.96025, -0.81531, 1.40311], [0.51781, -0.97387, 2.50954], [1.60573, -1.11601, 1.11029], [0.12145, 1.14226, 3.49909], [0.90891, 2.59093, 2.85215], [4.22618, 1.67394, 4.00735], [3.26686, 2.89372, 3.13797], [1.40247, -0.48829, 4.66353], [3.15626, -0.26967, 4.88572], [-3.56994, 0.60045, 5.04154], [-3.01058, 0.33798, 3.83772], [-1.82488, -0.28226, 4.10281], [-3.79606, -0.59795, 3.25221], [-2.81247, 1.63804, 2.92758], [-3.47214, 2.60901, 3.28271], [-1.99917, 1.43605, 2.00802]]
}

Entry 2:
{
  "formula": "C26H33FN4O4",
  "method": "ωB97M-V/def2-TZVPD",
  "lumo_ev": 0.58,
  "de_lowest_ev": 0.000,
  "homo_ev": -8.85,
  "smiles": "CC(C)(C)NC(=O)[C@H](c1ccc(F)cc1)N(C[C@@H]1CCCO1)C(=O)CCC(=O)Nc1ccccn1",
  "elements": ["C", "H", "H", "H", "C", "N", "C", "O", "C", "C", "C", "C", "C", "C", "C", "H", "H", "F", "H", "H", "N", "C", "O", "C", "C", "C", "O", "N", "C", "N", "C", "C", "C", "C", "H", "H", "H", "H", "H", "H", "H", "H", "H", "C", "H", "H", "C", "C", "H", "C", "H", "C", "H", "O", "H", "H", "H", "H", "H", "H", "C", "H", "H", "H", "C", "H", "H", "H"],
  "xyz": [[-0.32996, -3.37423, -0.47701], [0.37071, -2.77639, -1.05542], [0.08759, -4.36916, -0.34649], [-1.26478, -3.46468, -1.02654], [-0.57618, -2.73111, 0.88517], [-1.24422, -1.45416, 0.63365], [-1.70847, -0.62748, 1.56831], [-1.67476, -0.80496, 2.77349], [-2.35676, 0.66216, 1.00385], [-3.44155, 0.40512, -0.01943], [-3.85554, 1.42700, -0.86732], [-4.86934, 1.22461, -1.78414], [-5.48374, -0.01275, -1.83339], [-5.11797, -1.03726, -0.98170], [-4.09656, -0.81937, -0.07461], [-3.81501, -1.61107, 0.60133], [-5.62749, -1.98632, -1.03305], [-6.47501, -0.21899, -2.72586], [-5.18762, 2.00987, -2.45140], [-3.37962, 2.39468, -0.81487], [-1.36086, 1.61471, 0.50878], [-0.81214, 1.43902, -0.71645], [-1.03892, 0.44576, -1.39709], [-0.03019, 2.61455, -1.28724], [0.57662, 2.28757, -2.65595], [1.91558, 1.60155, -2.44526], [2.96481, 2.20852, -2.49970], [1.79798, 0.28009, -2.14807], [2.80455, -0.62096, -1.83435], [2.35829, -1.83335, -1.52093], [3.23584, -2.77178, -1.21012], [4.60285, -2.56080, -1.19310], [5.06757, -1.29505, -1.52413], [4.16467, -0.30281, -1.85287], [4.48752, 0.68841, -2.12028], [6.12684, -1.08289, -1.52798], [5.28178, -3.35703, -0.93266], [2.81157, -3.73615, -0.96424], [0.85722, -0.09499, -2.05442], [0.75840, 3.21107, -3.20591], [-0.10378, 1.65100, -3.22199], [0.77139, 2.91484, -0.61726], [-0.73200, 3.44866, -1.38335], [-0.73079, 2.45020, 1.50709], [-1.45370, 2.66908, 2.29550], [-0.41675, 3.39379, 1.06019], [0.48387, 1.72032, 2.13062], [1.37193, 2.66746, 2.95021], [1.76448, 2.14735, 3.82337], [2.50459, 2.99625, 1.97830], [2.22323, 3.81738, 1.31725], [2.61306, 1.69210, 1.19269], [3.23637, 0.96570, 1.73229], [1.29184, 1.18843, 1.08665], [3.01434, 1.81874, 0.18557], [3.43384, 3.25475, 2.47894], [0.82634, 3.54762, 3.28382], [0.10992, 0.88730, 2.73620], [-2.83278, 1.14482, 1.86862], [-1.24112, -1.11108, -0.32201], [-1.48540, -3.62400, 1.73438], [-0.98477, -4.56395, 1.95009], [-2.41064, -3.83690, 1.20259], [-1.72387, -3.13079, 2.67220], [0.74667, -2.46987, 1.60890], [1.35656, -1.78269, 1.02684], [0.55026, -2.02870, 2.58249], [1.29318, -3.39879, 1.74720]]
}

| no. | frontier orbital gap (eV) |
| --- | --- |
| 1 | 5.65 |
| 2 | 9.42 |